C8H61N2O29 | ωB97M-V with the def2-TZVPD basis set

Geometry as XYZ:
```
100
Properties=species:S:1:pos:R:3:forces:R:3
C -1.134307 0.601803 -3.002075 -0.7 -1.9 0.1
C -0.345564 -0.797897 -2.785561 3.8 3.2 0.1
O 0.894036 -0.685637 -2.587805 -4.8 -1.6 -0.5
O -0.992845 -2.081653 -2.861934 0.1 1.1 2.5
C -1.179665 -2.688303 -1.581471 1.6 -3.4 0.4
O -0.728939 -3.841372 -1.428950 -2.0 4.1 -0.4
C -1.953986 -1.933354 -0.373758 0.9 1.3 -0.8
C -0.937705 -1.528595 0.828375 -1.4 -0.2 -0.3
C -1.612600 -0.759331 1.997268 6.0 -0.5 1.4
C -0.525952 -0.376084 3.082017 -0.6 -2.8 -5.2
C 0.871287 -0.867219 2.671121 0.0 0.7 1.6
N 1.266431 -1.606628 1.535508 -2.8 2.4 2.7
N 0.373062 -1.939924 0.614595 -2.7 1.3 1.2
H -0.932097 1.039256 -4.050260 -0.2 -0.9 1.7
H -2.244746 0.362001 -2.885172 1.3 0.6 -0.3
H -0.804293 1.308351 -2.173179 -0.4 -1.0 -1.3
H -2.848928 -2.526817 0.006937 1.5 0.5 -0.6
H -2.360115 -0.948249 -0.815370 0.6 -1.4 0.8
H -2.705400 -0.476621 2.095748 1.6 -0.5 -0.4
H -0.778080 0.216861 4.022902 0.8 -1.1 -1.3
H 1.730073 -0.587416 3.407839 -1.3 -0.6 -1.7
H 2.264078 -1.879816 1.379169 -0.7 0.2 0.5
O 3.300670 0.904921 3.928393 -0.2 0.2 0.0
H 3.286559 1.840902 4.182771 0.0 0.2 0.0
H 3.979085 0.860646 3.243207 0.0 -0.2 0.2
O -2.276834 -6.568913 -0.909013 0.1 0.0 -0.2
H -1.801054 -5.803790 -1.256459 0.0 0.0 0.1
H -1.954802 -7.306373 -1.441070 -0.1 0.1 0.1
O -0.682438 1.901278 -0.093932 0.1 -0.8 0.1
H -1.032114 1.945491 0.803337 -0.2 0.3 0.0
H 0.187136 1.495289 0.013978 0.0 0.2 -0.2
O -0.294704 2.801063 -4.888912 0.6 0.2 0.0
H -0.581935 2.881520 -5.811550 -0.3 -0.1 0.1
H 0.660061 2.666028 -4.952619 -0.1 0.0 -0.1
O -1.895659 1.320227 -6.755938 -0.1 -0.4 -0.2
H -2.679174 0.828217 -6.474066 -0.1 0.2 0.1
H -1.696115 0.961122 -7.632475 0.1 0.1 0.0
O 0.533372 3.889689 -2.197178 0.0 0.1 0.0
H -0.121976 4.597426 -2.183021 0.1 -0.1 0.0
H 0.344362 3.413584 -3.017819 -0.2 0.2 0.1
O 2.459161 -4.655477 0.305613 -0.1 0.3 0.0
H 1.790930 -3.963120 0.332043 -0.2 -0.2 -0.1
H 2.294223 -5.110644 -0.532362 0.2 -0.1 0.0
O 3.908760 -2.187132 3.019802 -0.2 0.0 -0.4
H 3.549807 -2.772452 3.702373 -0.1 -0.1 0.3
H 4.700384 -2.648007 2.710878 -0.1 0.0 0.0
O -0.611971 4.095458 1.520871 0.3 0.5 0.3
H -1.064405 4.248465 0.678895 0.1 -0.1 0.0
H 0.320525 4.239409 1.314722 -0.1 0.0 -0.1
O -1.592799 4.872335 -6.447048 -0.1 0.3 0.2
H -1.687105 4.861289 -5.486770 0.2 -0.1 -0.1
H -2.168315 5.594935 -6.731388 -0.1 -0.2 -0.2
O 2.543788 -3.852971 5.340563 0.0 0.1 -0.5
H 1.942845 -4.599977 5.227145 0.1 0.0 0.2
H 2.189477 -3.383492 6.106518 0.1 0.0 -0.1
O 0.748423 -5.061149 7.260628 -0.2 0.1 0.3
H 0.192477 -5.815170 7.500017 0.1 -0.2 -0.2
H 0.936945 -4.632177 8.104384 0.1 -0.1 -0.1
O 2.631279 3.856080 4.587921 -0.3 -0.2 0.0
H 2.211191 3.992400 5.446600 0.1 -0.1 -0.1
H 2.069898 4.345119 3.971896 0.3 0.1 0.0
O 0.829027 1.445252 5.864176 0.0 -0.1 -0.1
H 1.108235 0.970527 6.660080 0.1 -0.2 -0.2
H 1.512687 1.232481 5.211131 0.0 0.2 0.2
O -1.456162 1.664794 7.962428 0.1 0.1 -0.1
H -1.473618 2.596730 8.211759 0.0 -0.2 0.0
H -0.776579 1.617542 7.278839 -0.2 0.1 0.0
O -4.825348 0.511657 -5.654160 -0.1 -0.1 0.2
H -5.437752 -0.230335 -5.730565 0.1 0.1 -0.1
H -5.157824 1.012641 -4.899695 0.1 0.0 -0.2
O 4.517784 -5.527097 2.309379 -0.1 0.4 0.2
H 4.099945 -5.394437 3.169192 0.1 -0.2 -0.1
H 3.939284 -5.058187 1.690911 -0.1 -0.3 -0.1
O -0.733545 1.389144 -9.543571 0.1 0.4 0.0
H -0.735957 2.328789 -9.322544 -0.1 -0.1 0.0
H -0.068809 1.314426 -10.242464 0.0 -0.3 0.0
O -0.829096 -7.820467 8.201205 -0.2 0.2 0.2
H -1.429312 -8.567022 8.084789 0.1 0.1 -0.1
H -1.183958 -7.353508 8.967999 0.0 -0.2 0.0
O 1.235954 -1.437495 6.374360 -0.2 -0.1 0.1
H 1.237711 -1.221482 5.434981 0.1 -0.1 0.1
H 0.367313 -1.835635 6.521673 0.1 0.0 0.1
O -2.781328 6.023884 -8.878202 0.2 0.0 -0.2
H -3.067688 6.106742 -9.795668 -0.1 0.0 0.2
H -1.827451 5.888448 -8.942401 -0.1 0.0 0.0
O -2.175478 1.946347 2.551760 -0.2 -0.3 0.4
H -2.670443 2.537321 3.133882 0.0 0.1 -0.2
H -1.291426 1.926100 2.938234 -0.1 0.4 -0.1
O 1.451569 6.640828 2.535360 -0.2 -0.4 -0.1
H 1.441368 6.856651 1.594522 0.1 0.1 0.1
H 0.579854 6.256378 2.697192 0.0 0.2 -0.1
O 3.520777 -4.952011 -2.609898 0.0 0.3 0.0
H 3.495693 -4.019469 -2.362018 0.0 -0.1 0.0
H 4.194682 -4.991952 -3.299073 -0.1 -0.1 0.1
O -2.728874 5.569056 -0.470087 -0.1 0.0 0.2
H -3.136213 5.715739 0.392667 0.1 0.0 -0.1
H -3.296120 6.053115 -1.082582 0.1 -0.1 0.0
O 1.062645 -0.057915 -11.418055 0.1 -0.2 0.0
H 0.959197 -0.882610 -10.927299 0.0 0.1 0.0
H 1.575555 -0.310375 -12.195118 -0.1 0.2 0.1
```
Positions in Å, forces in eV/Å.

Summary:
- gap between HOMO and LUMO (eV) = 7.42
- net charge = +1
- molecular weight (g/mol) = 649.6



C8H6Br2MoNO4 | ωB97M-V with the def2-TZVPD basis set

Geometry as XYZ:
```
22
Properties=species:S:1:pos:R:3:forces:R:3
Mo 1.019149 -1.038122 0.000096 -0.5 -0.7 0.0
O 1.260219 3.107354 -0.000021 0.0 0.0 0.0
C 0.872913 1.906253 0.000014 0.0 0.0 0.0
O 1.656520 0.895983 0.000078 0.0 0.2 0.0
C -0.563623 1.599330 -0.000035 0.0 0.0 0.0
C -1.635706 2.471935 -0.000119 0.0 0.0 0.0
C -2.922571 1.921194 -0.000157 0.0 0.0 0.0
C -3.086828 0.538909 -0.000108 0.0 0.0 0.0
C -1.941225 -0.248704 -0.000015 0.0 0.0 0.0
N -0.723607 0.267817 0.000013 0.0 0.1 0.0
C -1.939602 -1.734077 0.000064 0.0 0.0 0.0
O -2.713286 -2.578307 -0.000057 0.0 0.0 0.0
O -0.408439 -2.101771 0.000060 0.4 0.5 0.0
H 2.231308 3.257257 0.000006 0.0 0.0 0.0
H -1.479367 3.544578 -0.000159 0.0 0.0 0.0
H -3.789516 2.571881 -0.000223 0.0 0.0 0.0
H -4.067266 0.075734 -0.000127 0.0 0.0 0.0
Br 3.725925 -1.096078 0.000099 0.0 0.0 0.0
C 3.845056 -3.042047 0.000137 0.0 0.0 0.0
Br 1.992103 -3.597901 0.000169 0.0 0.0 0.0
H 4.333932 -3.360592 0.915761 0.0 0.0 0.0
H 4.333912 -3.360631 -0.915485 0.0 0.0 0.0
```
Positions in Å, forces in eV/Å.

Summary:
- gap between HOMO and LUMO (alpha / beta) (eV) = 7.56 / 8.36
- net charge = +3
- <S²> = 2.025
- spin multiplicity = 3
- molecular weight (g/mol) = 435.9



C8H6BrN3O | ωB97M-V with the def2-TZVPD basis set

Geometry as XYZ:
```
19
Properties=species:S:1:pos:R:3:forces:R:3
C -2.253307 -1.523269 -0.253395 -0.2 1.8 2.0
C 2.304658 1.576133 0.770326 -0.3 2.0 -0.4
C -1.444381 -1.987094 -1.287901 -2.4 -1.1 0.6
C -1.621310 -0.660749 0.647930 0.9 1.1 0.8
C 2.306576 2.915060 0.500736 0.1 -2.6 -0.8
C 2.242426 0.967462 -0.485171 0.3 1.6 -0.6
C 0.288682 -0.780451 -0.562730 2.4 0.0 -0.7
C 1.917384 -0.401286 -0.824886 -1.8 -3.3 -1.4
N -0.178224 -1.691066 -1.439131 0.7 0.9 0.4
N -0.363887 -0.251717 0.465671 1.4 -0.5 -1.1
N 2.342256 1.898168 -1.410990 -0.8 -1.8 -1.6
O 2.320124 3.081564 -0.821930 0.4 1.2 0.4
Br 2.992958 -1.609848 0.314488 -0.3 0.0 0.1
H -3.327342 -1.647615 -0.027630 0.7 -0.7 -0.9
H 2.336001 1.173504 1.715481 -0.1 -1.0 1.7
H -1.981671 -2.727001 -1.889642 0.9 0.2 -0.6
H -1.902123 -0.144167 1.606853 -1.2 -1.1 -1.2
H 2.271630 3.773116 1.063844 0.1 1.7 1.2
H 2.197980 -0.837144 -1.887197 -0.8 1.6 2.1
```
Positions in Å, forces in eV/Å.

Summary:
- gap between HOMO and LUMO (eV) = 10.17
- relative energy (zero: lowest compared OMol25 entry of this formula, charge and spin) (kJ/mol) = 0.0
- molecular weight (g/mol) = 240.1
- SMILES = Br[C@H](c1ccon1)c1ncccn1



C8H6Cl2NO4PtSbSe4 | ωB97M-V with the def2-TZVPD basis set

Geometry as XYZ:
```
27
Properties=species:S:1:pos:R:3:forces:R:3
Pt -0.470079 -0.295530 0.718195 0.0 0.0 0.0
O -0.045394 3.751471 1.290097 0.0 0.0 0.0
C -0.433631 2.480283 0.993680 0.0 0.0 0.0
O 0.379290 1.536642 1.295906 0.0 0.0 0.0
C -1.675772 2.261085 0.384435 0.0 0.0 0.0
C -2.699440 3.155899 -0.029532 0.0 0.0 0.0
C -3.823794 2.637297 -0.620581 0.0 0.0 0.0
C -3.988374 1.245903 -0.826735 0.0 0.0 0.0
C -2.963759 0.416850 -0.405642 0.0 0.0 0.0
N -1.888872 0.925029 0.163021 0.0 0.1 0.0
C -2.888695 -1.109048 -0.511662 0.0 0.0 0.0
O -3.818381 -1.716440 -1.009263 0.0 0.0 0.0
O -1.795496 -1.638544 -0.046282 0.1 0.0 0.0
H 0.833815 3.652069 1.678977 0.0 0.0 0.0
H -2.579499 4.219654 0.121081 0.0 0.0 0.0
H -4.607384 3.315132 -0.939588 0.0 0.0 0.0
H -4.864688 0.820400 -1.290895 0.0 0.0 0.0
Cl 4.115793 1.028027 0.069662 0.0 0.0 0.0
C 5.072874 -0.132458 -0.882066 0.0 0.0 0.0
Cl 4.808638 -1.799812 -0.396162 0.0 0.0 0.0
H 6.119042 0.120944 -0.746218 0.0 0.0 0.0
H 4.773039 -0.018568 -1.917897 0.0 0.0 0.0
Se 1.015708 -4.203666 -1.773199 0.0 0.0 0.0
Sb 1.016492 -4.020198 0.689446 0.0 0.0 0.0
Se 1.421410 -1.649861 1.424749 0.0 -0.1 0.0
Se -0.584857 -5.278802 1.979918 0.0 0.1 0.0
Se 3.290214 -4.972660 0.461155 0.0 0.0 0.0
```
Positions in Å, forces in eV/Å.

Summary:
- gap between HOMO and LUMO (alpha / beta) (eV) = 5.50 / 5.80
- net charge = -2
- <S²> = 2.033
- spin multiplicity = 3
- relative energy (zero: lowest compared OMol25 entry of this formula, charge and spin) (kJ/mol) = 123.6
- molecular weight (g/mol) = 883.7



C8H6Cl2O | ωB97M-V with the def2-TZVPD basis set

Geometry as XYZ:
```
17
Properties=species:S:1:pos:R:3:forces:R:3
C -2.327089 -0.154674 0.095657 -0.8 1.8 -0.3
C -1.932791 -1.467402 -0.041715 0.2 1.1 0.3
C -1.403216 0.939330 0.037237 0.2 -1.2 -0.3
C -0.578409 -1.778604 -0.088488 -1.8 2.0 0.5
C -0.051917 0.605375 -0.076134 -1.1 1.4 0.6
C 0.274579 -0.709908 0.028654 1.4 -1.3 -1.0
C 1.099033 1.585162 -0.079796 0.5 -5.7 6.1
C 2.388435 0.136279 -0.020489 -2.5 3.8 0.8
O 1.637789 -0.965033 0.100940 -0.7 -1.0 -0.5
Cl 3.382349 0.171135 -1.403933 0.6 -0.1 -1.4
Cl 3.348071 0.275648 1.406015 0.8 0.3 1.1
H -3.435862 -0.095168 0.170099 1.0 0.9 0.0
H -2.810237 -2.083613 -0.048653 0.5 -1.2 -0.1
H -1.540622 2.021507 0.023338 -1.0 -0.4 0.2
H -0.280030 -2.748358 -0.151329 1.2 -2.5 -0.1
H 1.168631 2.133838 -0.889516 0.8 2.8 -3.9
H 1.061288 2.134487 0.938114 0.7 -0.7 -1.9
```
Positions in Å, forces in eV/Å.

Summary:
- gap between HOMO and LUMO (eV) = 9.80
- relative energy (zero: lowest compared OMol25 entry of this formula, charge and spin) (kJ/mol) = 100.5
- molecular weight (g/mol) = 189.0



C8H6Cl2O2S | ωB97M-V with the def2-TZVPD basis set

Geometry as XYZ:
```
19
Properties=species:S:1:pos:R:3:forces:R:3
C -1.739061 -0.023343 -0.009176 -1.6 -1.7 2.8
C -1.006000 0.697991 -0.896641 -1.3 0.5 -0.3
C -1.117467 -0.785104 1.002850 1.2 -0.8 -1.3
C 0.342251 0.635488 -0.864346 0.7 1.5 0.4
C 0.331453 -0.885416 0.952924 -2.7 -0.3 0.6
C 1.045523 -0.094158 0.067877 1.0 -1.8 -0.3
C 2.571003 -0.137116 -0.008019 -1.6 1.0 1.2
C 3.403541 -1.126676 -0.079486 -0.6 0.2 0.0
O 6.413301 0.138966 -1.255735 -0.2 0.0 0.0
O 6.293712 -0.290708 1.164055 0.5 -0.6 1.5
S 5.667386 0.120406 -0.028429 0.7 1.3 -1.6
Cl 3.714046 -2.688651 -0.371763 -0.2 -1.1 -0.2
Cl 4.717410 2.077232 0.326860 0.9 0.7 0.1
H -2.844007 -0.061613 0.068605 0.7 0.5 -0.6
H -1.505624 1.400700 -1.544385 0.0 -0.1 -0.3
H -1.762130 -1.464988 1.645905 1.2 1.1 -0.7
H 0.788520 1.425714 -1.411239 1.1 0.1 -0.9
H 0.748157 -1.639047 1.606412 0.6 0.3 0.1
H 2.994124 0.852421 0.251551 -0.4 -0.9 -0.5
```
Positions in Å, forces in eV/Å.

Summary:
- gap between HOMO and LUMO (alpha / beta) (eV) = 7.96 / 5.49
- <S²> = 2.020
- spin multiplicity = 3
- molecular weight (g/mol) = 237.1